Record 1
Formula: C20H27N3O4S
Source: OMol25
Level of theory: ωB97M-V/def2-TZVPD

Its energy relative to the best compared isomer or geometry (same formula, charge and spin) is 1.442 eV. The strongest force on any atom comes out at 1.3 eV Å⁻¹. The SMILES is CCOc1cc(NC(=S)NCC(C)C)c(OCC)cc1NC(=O)c1ccco1.

Last column: Löwdin charge in e.
Atoms and positions in Å:
C (0.081, 3.755, -0.947)  -0.071
C (1.422, 3.097, -0.648)  -0.236
O (1.416, 2.231, 0.483)  -0.081
C (0.830, 0.992, 0.288)  -0.212
C (-0.544, 0.819, 0.289)  0.022
C (-1.095, -0.438, 0.097)  -0.175
N (-2.472, -0.677, 0.091)  0.076
C (-3.471, 0.109, -0.399)  -0.801
S (-3.228, 1.594, -1.083)  0.717
N (-4.701, -0.448, -0.319)  -0.007
C (-5.928, 0.240, -0.630)  -0.215
C (-6.697, 0.712, 0.615)  -0.413
C (-5.863, 1.696, 1.429)  -0.084
C (-7.141, -0.468, 1.480)  -0.084
C (-0.251, -1.556, -0.040)  -0.190
O (-0.886, -2.759, -0.185)  -0.063
C (-0.095, -3.927, -0.328)  -0.247
C (-1.041, -5.107, -0.483)  -0.064
C (1.122, -1.390, -0.008)  0.067
C (1.670, -0.120, 0.144)  -0.135
N (3.040, 0.115, 0.182)  0.167
C (4.070, -0.766, 0.066)  -0.396
O (3.959, -1.964, -0.122)  0.079
C (5.386, -0.117, 0.185)  -0.183
C (6.640, -0.672, 0.129)  0.012
C (7.550, 0.393, 0.301)  -0.049
C (6.790, 1.514, 0.449)  -0.105
O (5.485, 1.221, 0.380)  0.047
H (-0.311, 4.228, -0.051)  0.084
H (-0.645, 3.032, -1.310)  0.031
H (0.220, 4.514, -1.712)  0.077
H (2.160, 3.862, -0.389)  0.120
H (1.775, 2.548, -1.532)  0.128
H (-1.188, 1.667, 0.443)  0.070
H (-2.686, -1.660, 0.220)  0.142
H (-4.793, -1.332, 0.159)  0.137
H (-5.661, 1.103, -1.243)  0.065
H (-6.561, -0.432, -1.220)  0.122
H (-7.591, 1.228, 0.249)  0.134
H (-4.975, 1.209, 1.829)  0.075
H (-5.541, 2.527, 0.808)  0.064
H (-6.442, 2.087, 2.262)  0.076
H (-7.693, -1.196, 0.889)  0.074
H (-6.283, -0.962, 1.934)  0.071
H (-7.786, -0.121, 2.283)  0.076
H (0.541, -4.059, 0.557)  0.131
H (0.548, -3.835, -1.212)  0.131
H (-0.468, -6.021, -0.608)  0.077
H (-1.672, -5.202, 0.397)  0.076
H (-1.676, -4.965, -1.354)  0.077
H (1.796, -2.223, -0.108)  0.095
H (3.268, 1.087, 0.363)  0.143
H (6.861, -1.708, -0.018)  0.119
H (8.618, 0.333, 0.314)  0.103
H (7.053, 2.542, 0.603)  0.123

=====

Record 2
Formula: C20H26N2OS3SbSe4W
Source: OMol25
Level of theory: ωB97M-V/def2-TZVPD

Its energy relative to the best compared isomer or geometry (same formula, charge and spin) is 0.000 eV. The strongest force on any atom comes out at 3.3 eV Å⁻¹. Its net charge is +1.

Last column: Löwdin charge in e.
Atoms and positions in Å:
W (-13.697, -12.853, 1.244)  0.446
C (-13.866, -15.677, -1.302)  -0.091
N (-14.451, -14.299, -1.034)  -0.203
C (-15.944, -14.508, -0.818)  -0.135
C (-16.580, -13.429, 0.055)  -0.151
N (-15.930, -13.247, 1.405)  -0.316
C (-16.538, -11.980, 1.946)  -0.078
C (-16.124, -14.408, 2.325)  -0.252
C (-17.320, -14.591, 3.065)  -0.022
C (-17.444, -15.677, 3.926)  -0.048
C (-16.429, -16.684, 3.962)  -0.035
C (-15.245, -16.477, 3.238)  -0.091
C (-15.067, -15.361, 2.411)  -0.544
S (-13.504, -15.087, 1.644)  0.643
C (-14.184, -13.441, -2.200)  -0.277
C (-14.231, -13.959, -3.502)  -0.028
C (-13.904, -13.161, -4.588)  -0.047
C (-13.806, -11.757, -4.422)  -0.050
C (-13.949, -11.240, -3.143)  -0.105
C (-13.932, -12.103, -2.032)  -0.560
S (-13.423, -11.356, -0.533)  0.591
H (-14.283, -16.061, -2.235)  0.075
H (-14.079, -16.403, -0.489)  0.062
H (-12.777, -15.515, -1.398)  0.109
H (-16.154, -15.480, -0.372)  0.122
H (-16.461, -14.554, -1.799)  0.146
H (-17.600, -13.744, 0.222)  0.130
H (-16.549, -12.432, -0.416)  0.129
H (-16.444, -11.902, 3.041)  0.103
H (-17.578, -11.936, 1.623)  0.096
H (-15.923, -11.123, 1.517)  0.090
H (-18.123, -13.866, 2.927)  0.119
H (-18.356, -15.743, 4.552)  0.123
H (-16.515, -17.548, 4.603)  0.110
H (-14.421, -17.202, 3.269)  0.116
H (-14.539, -14.997, -3.671)  0.115
H (-13.853, -13.618, -5.589)  0.122
H (-13.712, -11.092, -5.266)  0.111
H (-14.026, -10.153, -2.970)  0.118
Se (-11.885, -10.573, 4.710)  -0.011
Sb (-9.781, -10.917, 3.032)  0.392
Se (-11.410, -12.518, 0.989)  0.053
Se (-12.858, -12.500, 3.492)  0.088
Se (-10.381, -8.630, 2.407)  -0.168
O (-9.355, -15.877, -3.044)  -0.563
S (-8.889, -14.615, -2.448)  0.872
C (-9.417, -13.150, -3.452)  -0.325
C (-8.391, -12.867, -4.584)  -0.226
C (-7.032, -13.591, -4.326)  -0.246
C (-7.130, -14.521, -3.148)  -0.310
H (-9.502, -12.288, -2.781)  0.078
H (-10.389, -13.496, -3.823)  0.073
H (-8.296, -11.745, -4.648)  0.111
H (-8.757, -13.152, -5.626)  0.121
H (-6.170, -12.873, -4.109)  0.122
H (-6.738, -14.110, -5.297)  0.125
H (-6.412, -14.242, -2.347)  0.087
H (-6.907, -15.563, -3.393)  0.084

=====

Record 3
Formula: C5H8NPS
Source: OMol25
Level of theory: ωB97M-V/def2-TZVPD

Its energy relative to the best compared isomer or geometry (same formula, charge and spin) is 4.126 eV. The strongest force on any atom comes out at 3.5 eV Å⁻¹.

Last column: Löwdin charge in e.
Atoms and positions in Å:
C (1.859, -0.006, -0.573)  -0.201
C (2.343, 0.917, -1.411)  -0.377
C (-0.016, 0.345, -2.077)  -0.458
C (-1.335, 0.486, 1.853)  -0.257
C (-1.798, -0.226, 0.671)  -0.482
N (0.509, -0.266, -0.913)  -0.385
P (-0.767, -1.160, -0.248)  0.807
S (1.139, 1.447, -2.630)  0.933
H (2.198, -0.131, 0.443)  0.114
H (3.345, 1.380, -1.368)  0.074
H (-0.225, 0.379, 1.971)  0.042
H (-1.546, 1.569, 1.717)  0.071
H (-1.568, -0.101, 2.869)  0.107
H (-2.821, -0.464, 0.801)  0.026
H (-1.229, -1.874, -1.322)  0.004
H (-0.089, -2.295, 0.218)  -0.018

=====

Record 4
Formula: C9H7ClF3O5PdS
Source: OMol25
Level of theory: ωB97M-V/def2-TZVPD

The strongest force on any atom comes out at 0.5 eV Å⁻¹. Its net charge is +1. The total energy comes out at -2008.8736 hartree.

Last column: Löwdin charge in e.
Atoms and positions in Å:
Pd (0.464, 0.833, -1.026)  1.212
Cl (-1.474, -4.551, 3.213)  0.735
C (-0.780, -3.200, 2.407)  -0.656
C (-0.064, -2.244, 3.155)  -0.035
C (0.505, -1.144, 2.569)  0.029
C (0.376, -0.942, 1.182)  -0.282
O (0.980, 0.113, 0.688)  -0.121
C (-0.342, -1.911, 0.423)  -0.129
C (-0.434, -1.844, -0.974)  -0.100
O (-0.069, -0.911, -1.733)  -0.080
C (-0.909, -3.040, 1.062)  -0.035
H (0.034, -2.389, 4.224)  0.126
H (1.057, -0.422, 3.153)  0.135
H (-0.853, -2.699, -1.509)  0.163
H (-1.449, -3.769, 0.472)  0.130
F (-2.629, 3.615, -1.754)  0.200
C (-1.698, 3.335, -0.872)  -0.674
F (-1.916, 2.099, -0.371)  0.110
F (-1.695, 4.205, 0.110)  0.202
S (-0.039, 3.289, -1.687)  0.644
O (0.259, 4.557, -2.216)  -0.152
O (0.839, 2.766, -0.570)  -0.342
O (-0.141, 2.088, -2.586)  -0.332
C (2.333, 0.561, -1.772)  0.071
H (2.890, 1.364, -1.302)  0.061
H (2.150, 0.676, -2.836)  0.062
H (2.604, -0.436, -1.449)  0.057

=====

Record 5
Formula: C4H11N2
Source: OMol25
Level of theory: ωB97M-V/def2-TZVPD

Its energy relative to the best compared isomer or geometry (same formula, charge and spin) is 1.886 eV. The strongest force on any atom comes out at 3.9 eV Å⁻¹. The SMILES is C[C@H](N)CC=[NH2+]. Its net charge is +1.

Last column: Löwdin charge in e.
Atoms and positions in Å:
C (-0.201, 1.569, -1.410)  -0.055
C (-0.309, 0.294, -0.572)  -0.458
N (-1.392, 0.227, 0.336)  -0.002
C (0.967, 0.018, 0.257)  -0.117
C (1.058, -1.215, 0.884)  -0.052
N (0.131, -2.044, 1.123)  0.271
H (-0.051, 2.547, -0.952)  0.082
H (-1.131, 1.800, -1.927)  0.082
H (0.689, 1.471, -2.093)  0.102
H (-0.541, -0.502, -1.285)  0.149
H (-2.377, 0.312, -0.082)  0.138
H (-1.324, 0.824, 1.188)  0.115
H (1.714, 0.237, -0.429)  0.126
H (1.217, 0.725, 1.029)  0.165
H (1.974, -1.366, 1.460)  0.174
H (0.425, -2.901, 1.507)  0.141
H (-0.850, -1.996, 0.965)  0.138